Entry 1:
Molecular formula: C27H55N7O7
Method: DFT, the ωB97M-V functional and the def2-TZVPD basis

Geometry (Å):
C 4.04073 3.41265 1.61187
O 3.67606 3.41208 2.81676
N 4.63443 2.30720 1.04195
C 5.18774 2.28878 -0.30771
C 4.66805 0.92480 1.59865
H 3.92488 4.23356 0.88739
H 6.23572 1.99995 -0.38785
H 5.22846 3.31595 -0.67013
H 4.57424 1.62079 -0.91229
H 4.23219 1.00947 2.59412
H 3.91602 0.32598 1.08487
H 5.62420 0.40147 1.59639
C -3.37994 -1.23846 2.81936
O -4.01251 -2.01318 3.53751
N -3.99765 -0.42756 1.86305
C -3.08947 0.54352 1.08480
C -5.41790 -0.16266 1.62166
H -2.28045 -1.23659 2.76183
H -3.11976 0.58125 -0.00413
H -2.04067 0.32952 1.29049
H -3.29005 1.57009 1.39144
H -5.53901 -0.14877 0.53850
H -6.00273 -0.92432 2.13736
H -5.77956 0.80015 1.98264
C -1.30380 -0.21454 -5.05043
O -1.30655 1.05189 -5.26595
N -2.44619 -0.92479 -4.60968
C -2.30323 -2.22091 -4.00912
C -3.71015 -0.25544 -4.56411
H -0.38266 -0.81337 -4.97899
H -2.04942 -2.19142 -2.94949
H -1.40745 -2.77545 -4.28867
H -3.17279 -2.84646 -4.21076
H -4.53701 -0.93584 -4.76774
H -3.96666 0.16008 -3.58961
H -3.73132 0.52243 -5.32737
C 2.53650 -0.20817 -4.23050
O 1.87362 0.67584 -3.68378
N 2.43439 -1.52146 -3.89131
C 1.45518 -1.96625 -2.84195
C 3.40865 -2.46414 -4.35978
H 3.13599 -0.09204 -5.14665
H 0.64943 -2.56809 -3.26224
H 0.97984 -1.06269 -2.46019
H 1.79803 -2.47003 -1.93820
H 2.93940 -3.32240 -4.84070
H 4.24349 -2.16426 -4.99319
H 3.89172 -2.88785 -3.47932
C -4.68543 -3.54092 -1.08167
C -4.41644 -4.16497 0.32030
O -5.33448 -4.70256 0.93580
C -3.04963 -4.33589 0.72181
H -4.85505 -2.46420 -1.08342
H -5.64541 -4.00988 -1.29761
H -4.07402 -3.68003 -1.97325
H -2.52240 -4.18664 -0.22046
H -2.83935 -5.30198 1.18065
H -2.94050 -3.55237 1.47167
C 1.43000 6.13193 -1.48147
C 2.32307 4.88785 -1.60195
O 3.55541 5.01709 -1.38410
C 1.63301 3.54746 -2.01361
H 0.54671 5.96152 -0.86595
H 1.14563 6.33457 -2.51402
H 1.97509 6.96553 -1.03866
H 1.17284 2.98393 -1.20196
H 2.23889 2.96167 -2.70489
H 0.76775 3.86001 -2.59819
C 0.17391 1.15302 5.39683
C 0.68054 -0.18267 4.86031
O -0.05387 -1.08446 4.60027
C 2.14220 -0.27268 4.56123
H 0.98423 1.83122 5.66426
H -0.47763 0.88444 6.22838
H -0.32714 1.53818 4.50875
H 2.77037 -0.72008 5.33151
H 2.46176 0.76696 4.63286
H 2.22670 -0.63979 3.53840
C -0.76795 4.52722 3.24684
C -0.23003 3.39745 2.45926
N 0.12756 2.54470 1.84091
H -0.48965 5.49600 2.83198
H -0.27927 4.41320 4.21446
H -1.84691 4.39542 3.32804
C 0.56472 -4.03325 2.77825
C 1.88895 -3.60847 2.17567
N 2.84416 -3.22137 1.71534
H 0.03010 -3.20771 3.24811
H 0.75322 -4.92915 3.36979
H -0.04940 -4.37002 1.94306
C 0.90167 -0.59338 0.66501
C -0.18215 -1.30351 0.13227
N -0.98126 -1.85505 -0.43603
H 1.87044 -1.09244 0.64217
H 0.74210 -0.24945 1.68694
H 1.07521 0.27345 0.02736

Calculated values
2S+1 ... 2
⟨S²⟩ ... 0.79
Charge ... +1
Energy ... -1971.2868 Eh

List of Löwdin charges in e, atom by atom: atom 1 (C): -0.27, atom 2 (O): -0.05, atom 3 (N): -0.17, atom 4 (C): -0.07, atom 5 (C): -0.03, atom 6 (H): 0.12, atom 7 (H): 0.09, atom 8 (H): 0.07, atom 9 (H): 0.08, atom 10 (H): 0.06, atom 11 (H): 0.07, atom 12 (H): 0.09, atom 13 (C): -0.31, atom 14 (O): 0.01, atom 15 (N): -0.15, atom 16 (C): -0.06, atom 17 (C): -0.05, atom 18 (H): 0.12, atom 19 (H): 0.06, atom 20 (H): 0.04, atom 21 (H): 0.07, atom 22 (H): 0.07, atom 23 (H): 0.09, atom 24 (H): 0.08, atom 25 (C): -0.10, atom 26 (O): 0.15, atom 27 (N): -0.03, atom 28 (C): 0.01, atom 29 (C): 0.02, atom 30 (H): 0.14, atom 31 (H): 0.10, atom 32 (H): 0.11, atom 33 (H): 0.12, atom 34 (H): 0.12, atom 35 (H): 0.14, atom 36 (H): 0.12, atom 37 (C): -0.31, atom 38 (O): -0.02, atom 39 (N): -0.17, atom 40 (C): -0.03, atom 41 (C): -0.07, atom 42 (H): 0.14, atom 43 (H): 0.06, atom 44 (H): 0.06, atom 45 (H): 0.09, atom 46 (H): 0.09, atom 47 (H): 0.10, atom 48 (H): 0.09, atom 49 (C): -0.02, atom 50 (C): -0.49, atom 51 (O): 0.07, atom 52 (C): -0.04, atom 53 (H): 0.06, atom 54 (H): 0.08, atom 55 (H): 0.05, atom 56 (H): 0.06, atom 57 (H): 0.10, atom 58 (H): 0.08, atom 59 (C): -0.03, atom 60 (C): -0.40, atom 61 (O): 0.00, atom 62 (C): -0.01, atom 63 (H): 0.08, atom 64 (H): 0.09, atom 65 (H): 0.08, atom 66 (H): 0.07, atom 67 (H): 0.06, atom 68 (H): 0.07, atom 69 (C): 0.00, atom 70 (C): -0.52, atom 71 (O): 0.06, atom 72 (C): -0.01, atom 73 (H): 0.08, atom 74 (H): 0.09, atom 75 (H): 0.06, atom 76 (H): 0.10, atom 77 (H): 0.07, atom 78 (H): 0.07, atom 79 (C): -0.03, atom 80 (C): -0.28, atom 81 (N): 0.16, atom 82 (H): 0.09, atom 83 (H): 0.08, atom 84 (H): 0.09, atom 85 (C): -0.03, atom 86 (C): -0.26, atom 87 (N): 0.13, atom 88 (H): 0.06, atom 89 (H): 0.08, atom 90 (H): 0.06, atom 91 (C): -0.07, atom 92 (C): -0.31, atom 93 (N): 0.18, atom 94 (H): 0.06, atom 95 (H): 0.07, atom 96 (H): 0.09

---

Entry 2:
Molecular formula: C21H17AuO2P
Method: DFT, the ωB97M-V functional and the def2-TZVPD basis

Geometry (Å):
Au -2.48205 -0.01259 1.90389
O -2.78695 -2.93272 2.22381
C -2.12257 -2.05396 1.69454
C -1.04743 -2.58460 0.70745
C -1.19866 -3.87802 0.21779
C -0.29831 -4.41393 -0.68997
C 0.79374 -3.65331 -1.09487
C 0.96200 -2.36989 -0.59797
C 0.04124 -1.80890 0.29210
P 0.26364 -0.08094 0.94047
C -0.41991 0.92547 -0.44321
C -0.57289 2.29212 -0.20282
C -1.08711 3.13414 -1.17951
C -1.47651 2.61718 -2.41043
C -1.36834 1.25317 -2.64441
C -0.84268 0.41203 -1.66584
C 2.07454 0.11606 0.59892
C 2.63637 0.76493 -0.49840
C 4.02004 0.88981 -0.62322
C 4.86346 0.34898 0.33745
C 4.31609 -0.31545 1.43064
C 2.93777 -0.41789 1.55979
H -2.04839 -4.44518 0.57718
H -0.44264 -5.41502 -1.07993
H 1.51280 -4.05275 -1.80000
H 1.82361 -1.79366 -0.91963
H -0.33725 2.68986 0.78065
H -1.21287 4.18889 -0.96649
H -1.89084 3.27000 -3.16945
H -1.69971 0.83656 -3.58840
H -0.78366 -0.65331 -1.85222
H 1.99200 1.18562 -1.26461
H 4.43633 1.41093 -1.47767
H 5.93784 0.44759 0.24081
H 4.96253 -0.73657 2.19163
H 2.51724 -0.91511 2.42899
C -4.03886 2.63028 1.42834
C -2.84811 2.03903 2.16703
O -2.11693 2.81894 2.76269
H -4.16688 3.68913 1.67878
H -4.94445 2.05808 1.65435
H -3.85726 2.51501 0.35181

Calculated values
Relative energy (zero: lowest compared OMol25 entry of this formula, charge and spin) ... 0.00 kJ/mol
Charge ... -1

List of natural (NBO) charges in e, atom by atom: atom 1 (Au): 0.26, atom 2 (O): -0.63, atom 3 (C): 0.19, atom 4 (C): -0.16, atom 5 (C): -0.19, atom 6 (C): -0.22, atom 7 (C): -0.23, atom 8 (C): -0.25, atom 9 (C): -0.22, atom 10 (P): 0.81, atom 11 (C): -0.22, atom 12 (C): -0.24, atom 13 (C): -0.21, atom 14 (C): -0.23, atom 15 (C): -0.22, atom 16 (C): -0.24, atom 17 (C): -0.33, atom 18 (C): -0.17, atom 19 (C): -0.23, atom 20 (C): -0.23, atom 21 (C): -0.22, atom 22 (C): -0.20, atom 23 (H): 0.23, atom 24 (H): 0.20, atom 25 (H): 0.20, atom 26 (H): 0.22, atom 27 (H): 0.24, atom 28 (H): 0.21, atom 29 (H): 0.20, atom 30 (H): 0.20, atom 31 (H): 0.22, atom 32 (H): 0.21, atom 33 (H): 0.20, atom 34 (H): 0.20, atom 35 (H): 0.20, atom 36 (H): 0.22, atom 37 (C): -0.75, atom 38 (C): 0.22, atom 39 (O): -0.66, atom 40 (H): 0.19, atom 41 (H): 0.21, atom 42 (H): 0.22

---

Entry 3:
Molecular formula: C11H18O3Si
Method: DFT, the ωB97M-V functional and the def2-TZVPD basis

Geometry (Å):
C -2.40774 -2.52581 -0.52843
C -1.68970 -1.91224 0.41748
Si -0.72536 -0.33507 0.05784
O -1.24487 0.49945 -1.31124
C -0.52442 0.54667 -2.45272
C -0.57632 1.69418 -3.17675
C 0.21828 -0.64621 -2.96105
O 0.86346 -0.57380 0.00430
C 1.75096 0.44042 -0.18480
C 3.00774 0.03480 -0.32672
C 1.33628 1.85033 -0.13428
O -0.93670 0.69721 1.38882
C -0.51839 0.10119 2.61215
C 0.19351 -1.03913 2.77996
C -0.85862 0.87203 3.77444
H -2.10933 -2.34803 -1.56298
H -2.98939 -3.40965 -0.24687
H -1.61144 -2.20614 1.48698
H -1.20725 2.54053 -2.89488
H -0.27789 1.79110 -4.19520
H 1.05330 -0.36873 -3.63281
H -0.45053 -1.26781 -3.58304
H 0.64200 -1.18807 -2.09644
H 3.77226 0.70592 -0.56694
H 3.29877 -0.98203 -0.31310
H 1.80436 2.42582 -0.90864
H 0.23686 1.99869 -0.16044
H 1.85683 2.28444 0.78152
H 0.40351 -1.42135 3.73067
H 0.56886 -1.59808 1.96136
H -0.04658 1.00108 4.42471
H -1.07650 1.88038 3.50560
H -1.75595 0.45793 4.31154

Calculated values
Relative energy (zero: lowest compared OMol25 entry of this formula, charge and spin) ... 292.95 kJ/mol
Charge ... 0
Structure (SMILES) ... C=C[Si](OC(=C)C)(OC(=C)C)OC(=C)C

List of natural (NBO) charges in e, atom by atom: atom 1 (C): -0.33, atom 2 (C): -0.72, atom 3 (Si): 2.30, atom 4 (O): -0.86, atom 5 (C): 0.32, atom 6 (C): -0.49, atom 7 (C): -0.70, atom 8 (O): -0.90, atom 9 (C): 0.32, atom 10 (C): -0.48, atom 11 (C): -0.70, atom 12 (O): -0.88, atom 13 (C): 0.33, atom 14 (C): -0.53, atom 15 (C): -0.67, atom 16 (H): 0.20, atom 17 (H): 0.20, atom 18 (H): 0.24, atom 19 (H): 0.20, atom 20 (H): 0.20, atom 21 (H): 0.24, atom 22 (H): 0.23, atom 23 (H): 0.24, atom 24 (H): 0.19, atom 25 (H): 0.20, atom 26 (H): 0.24, atom 27 (H): 0.24, atom 28 (H): 0.24, atom 29 (H): 0.21, atom 30 (H): 0.21, atom 31 (H): 0.23, atom 32 (H): 0.23, atom 33 (H): 0.23

---

Entry 4:
Molecular formula: C47H56N2OPPtS2Te
Method: DFT, the ωB97M-V functional and the def2-TZVPD basis

Geometry (Å):
Pt -0.88687 0.25641 0.05186
S 0.12966 -1.36199 6.97128
C 0.20888 -3.04800 7.22707
C 0.17372 -3.74154 6.05770
C 0.07540 -2.89555 4.92959
C 0.04321 -1.56397 5.25034
C -0.03656 -0.40928 4.36473
C -0.32888 -0.58163 2.99623
N -0.36006 0.41544 2.13867
C -0.13174 1.67073 2.56632
C 0.07466 1.96472 3.92148
C 0.17813 3.34073 4.31201
C 0.09927 4.33756 3.40240
C -0.01611 4.05821 2.00014
C -0.04138 5.04269 1.00349
C -0.10210 4.68520 -0.33333
C -0.12408 3.30316 -0.62261
N -0.14215 2.36925 0.29537
C -0.10508 2.71736 1.59803
C -0.15754 5.65314 -1.42358
C -0.23163 7.01815 -1.36326
C -0.30891 7.63630 -2.63339
C -0.29268 6.73702 -3.65214
S -0.18370 5.13028 -3.08349
C 0.14161 0.89005 4.81492
H 0.28264 -3.43433 8.23054
H 0.21767 -4.81867 6.00046
H 0.03849 -3.27149 3.91700
H -0.56285 -1.56148 2.60308
H 0.29818 3.56422 5.36443
H 0.13384 5.37134 3.72219
H -0.00230 6.08640 1.28883
H -0.11675 2.96811 -1.65242
H -0.23641 7.57436 -0.43658
H -0.37569 8.70358 -2.78105
H -0.33982 6.92073 -4.71313
H 0.33808 1.07848 5.86318
O 1.54354 -0.20930 -0.27698
P 2.45439 -0.60722 -1.41299
C 2.17980 -2.41921 -1.69548
C 0.68557 -2.74580 -1.48670
C 0.31181 -4.08225 -2.14016
C 1.45329 -5.08356 -1.98092
C 2.68774 -4.62108 -2.77650
C 2.71291 -3.09347 -2.95718
C 4.20007 -0.26131 -0.88859
C 5.30682 -1.07631 -1.57758
C 5.58380 -2.43433 -0.92904
C 5.78594 -2.29179 0.57752
C 4.55789 -1.64929 1.21724
C 4.33298 -0.25372 0.64080
C 2.26929 0.64483 -2.78856
C 3.31212 0.70530 -3.90806
C 3.06430 -0.30594 -5.02618
C 1.64125 -0.18495 -5.57011
C 0.61673 -0.32828 -4.44606
C 0.86177 0.72845 -3.37364
H 2.73591 -2.82352 -0.84270
H 0.05388 -1.95463 -1.89416
H 0.48446 -2.79118 -0.41526
H 0.10379 -3.94421 -3.20499
H -0.60158 -4.46582 -1.68317
H 1.14182 -6.07070 -2.32322
H 1.69759 -5.17343 -0.91847
H 2.68966 -5.08515 -3.76425
H 3.59733 -4.94599 -2.26667
H 2.08960 -2.82096 -3.80939
H 3.73193 -2.77019 -3.17599
H 4.30622 0.77913 -1.21687
H 6.22671 -0.48540 -1.53408
H 5.06731 -1.21900 -2.63489
H 6.47715 -2.86514 -1.38536
H 4.75868 -3.12714 -1.11248
H 6.65751 -1.65782 0.76883
H 5.98348 -3.26790 1.02429
H 4.68526 -1.58042 2.29927
H 3.67258 -2.26673 1.03155
H 5.18812 0.37597 0.90652
H 3.43958 0.19798 1.07321
H 2.41143 1.52450 -2.14426
H 4.32168 0.58872 -3.50895
H 3.25520 1.71153 -4.33726
H 3.23284 -1.31942 -4.65782
H 3.78406 -0.12695 -5.82726
H 1.46814 -0.93998 -6.33937
H 1.51822 0.79468 -6.04275
H 0.69662 -1.32422 -4.00098
H -0.39689 -0.22760 -4.84058
H 0.13837 0.64160 -2.56365
H 0.73458 1.71890 -3.82819
C -8.82180 0.07405 0.83668
C -7.38843 -0.04572 0.40282
C -6.99199 -1.02916 -0.49380
C -5.67999 -1.12988 -0.93578
C -5.34293 -2.22924 -1.91108
C -4.73010 -0.21078 -0.45961
Te -2.83807 -0.29351 -1.42466
C -5.09651 0.76926 0.47186
C -4.14608 1.78730 1.04148
C -6.42380 0.82785 0.88283
H -9.43632 -0.69422 0.37138
H -9.22587 1.04918 0.56099
H -8.90547 -0.02268 1.91996
H -7.71941 -1.73594 -0.87590
H -6.14442 -2.96589 -1.92863
H -4.42058 -2.74242 -1.63950
H -5.22293 -1.83767 -2.92379
H -3.10770 1.53900 0.83465
H -4.27585 1.85900 2.12252
H -4.35034 2.77580 0.62281
H -6.71405 1.59662 1.59177

Calculated values
Relative energy (zero: lowest compared OMol25 entry of this formula, charge and spin) ... 68.19 kJ/mol
Charge ... +1

Löwdin population analysis, charges in e, atoms 1 to 99: atom 1 (Pt): 0.62, atom 2 (S): 1.07, atom 3 (C): -0.40, atom 4 (C): -0.17, atom 5 (C): -0.11, atom 6 (C): -0.48, atom 7 (C): -0.18, atom 8 (C): -0.03, atom 9 (N): -0.03, atom 10 (C): -0.15, atom 11 (C): -0.12, atom 12 (C): 0.00, atom 13 (C): 0.00, atom 14 (C): -0.12, atom 15 (C): 0.08, atom 16 (C): -0.17, atom 17 (C): -0.07, atom 18 (N): 0.02, atom 19 (C): -0.15, atom 20 (C): -0.47, atom 21 (C): -0.11, atom 22 (C): -0.17, atom 23 (C): -0.40, atom 24 (S): 1.06, atom 25 (C): 0.05, atom 26 (H): 0.07, atom 27 (H): 0.11, atom 28 (H): 0.11, atom 29 (H): 0.12, atom 30 (H): 0.12, atom 31 (H): 0.12, atom 32 (H): 0.13, atom 33 (H): 0.08, atom 34 (H): 0.11, atom 35 (H): 0.11, atom 36 (H): 0.07, atom 37 (H): 0.11, atom 38 (O): -0.44, atom 39 (P): 0.86, atom 40 (C): -0.33, atom 41 (C): -0.21, atom 42 (C): -0.19, atom 43 (C): -0.19, atom 44 (C): -0.17, atom 45 (C): -0.20, atom 46 (C): -0.34, atom 47 (C): -0.18, atom 48 (C): -0.19, atom 49 (C): -0.19, atom 50 (C): -0.19, atom 51 (C): -0.19, atom 52 (C): -0.34, atom 53 (C): -0.18, atom 54 (C): -0.19, atom 55 (C): -0.19, atom 56 (C): -0.18, atom 57 (C): -0.21, atom 58 (H): 0.10, atom 59 (H): 0.05, atom 60 (H): 0.10, atom 61 (H): 0.12, atom 62 (H): 0.11, atom 63 (H): 0.11, atom 64 (H): 0.11, atom 65 (H): 0.11, atom 66 (H): 0.11, atom 67 (H): 0.09, atom 68 (H): 0.09, atom 69 (H): 0.11, atom 70 (H): 0.12, atom 71 (H): 0.09, atom 72 (H): 0.12, atom 73 (H): 0.09, atom 74 (H): 0.12, atom 75 (H): 0.11, atom 76 (H): 0.11, atom 77 (H): 0.10, atom 78 (H): 0.12, atom 79 (H): 0.09, atom 80 (H): 0.11, atom 81 (H): 0.09, atom 82 (H): 0.13, atom 83 (H): 0.08, atom 84 (H): 0.12, atom 85 (H): 0.11, atom 86 (H): 0.12, atom 87 (H): 0.09, atom 88 (H): 0.12, atom 89 (H): 0.03, atom 90 (H): 0.12, atom 91 (C): -0.04, atom 92 (C): -0.26, atom 93 (C): -0.01, atom 94 (C): -0.33, atom 95 (C): -0.12, atom 96 (C): -0.49, atom 97 (Te): 0.99, atom 98 (C): -0.31, atom 99 (C): -0.08

---

Question: Which of these has the lowest charge?
Answer: C21H17AuO2P